182
Properties=species:S:1:pos:R:3:forces:R:3 method="wB97M-V/def2-TZVPD" multiplicity=1 homo_lumo_gap_ev=7.47 charge=-1 largest_force_ha_per_bohr=0.0712
K 0.7387 -0.3036 -0.7888 -0.49 3.17 1.77
O 1.6682 3.1757 -1.1391 0.45 -0.18 0.11
C 0.4212 3.0596 -1.2212 -0.04 0.44 -0.21
N -0.5038 3.4004 -0.3660 -0.51 -0.13 0.22
C 0.0041 4.0166 0.8439 0.30 0.26 -0.45
C -0.0237 3.1565 2.0736 -0.10 0.24 0.29
C -0.2267 3.7328 3.3358 0.09 -0.08 -0.12
C -0.2708 2.9273 4.4552 -0.01 -0.08 -0.03
C -0.0932 1.5604 4.2942 -0.02 -0.03 0.01
C 0.1554 1.0891 3.0171 -0.09 -0.08 0.38
N 0.1893 1.8550 1.9401 -0.20 -0.02 -0.51
C -0.0647 2.5791 -2.5654 0.17 0.39 -0.20
C -0.2786 3.5110 -3.5834 -0.14 -0.05 -0.03
C -0.6722 3.0611 -4.8297 -0.04 0.03 0.08
C -0.8445 1.6979 -5.0208 -0.05 -0.10 0.07
C -0.5605 0.8526 -3.9598 -0.33 -0.10 -0.53
N -0.1604 1.2745 -2.7730 0.11 0.19 0.15
H -0.5638 4.9425 1.0359 0.12 -0.19 0.09
H 1.0628 4.2945 0.6876 -0.23 0.10 0.13
H -0.3441 4.8039 3.4245 -0.05 0.09 -0.04
H -0.4418 3.3581 5.4342 -0.01 -0.02 0.01
H -0.1426 0.8808 5.1326 0.03 -0.07 0.04
H 0.3461 0.0401 2.8295 -0.03 -0.20 0.16
H -0.1254 4.5630 -3.3903 -0.03 0.05 0.09
H -0.8520 3.7590 -5.6391 0.02 0.01 0.00
H -1.1659 1.2965 -5.9726 0.01 -0.03 0.01
H -0.6606 -0.2194 -4.0596 0.01 -0.12 -0.09
C 2.0561 -3.4127 6.9138 0.04 -0.02 -0.16
C 2.3334 -3.7988 5.4501 0.03 -0.06 0.15
C 3.1233 -5.1176 5.3703 -0.05 0.12 0.01
C 3.1514 -2.7077 4.7877 -0.29 -0.08 -0.05
C 4.4272 -2.4346 5.2624 -0.12 0.11 -0.13
C 5.2209 -1.4722 4.6725 0.11 0.05 0.11
C 4.7405 -0.7689 3.5888 -0.07 -0.13 0.12
C 3.4648 -1.0008 3.0899 -0.37 -0.15 -0.03
P 2.9183 -0.0135 1.6215 0.55 0.24 0.46
C 3.1724 1.6607 2.3272 0.00 0.01 -0.09
C 3.2460 2.7129 1.4174 -0.09 -0.07 0.09
C 3.4227 4.0113 1.8610 0.08 0.11 -0.13
C 3.4658 4.2894 3.2169 0.05 0.03 0.04
C 3.3537 3.2515 4.1266 0.04 0.04 0.11
C 3.2195 1.9446 3.6869 0.02 -0.06 0.00
C 4.5415 -0.2246 0.7648 0.04 0.11 -0.22
C 4.8588 -1.5219 0.3686 -0.04 0.07 -0.18
C 6.0771 -1.8160 -0.2152 0.06 -0.05 0.10
C 7.0117 -0.8118 -0.4123 0.10 0.03 -0.03
C 6.7100 0.4831 -0.0250 0.14 -0.02 -0.02
C 5.4862 0.7760 0.5565 -0.02 0.05 -0.01
C 2.6637 -1.9734 3.7024 0.76 0.23 0.19
O 1.4086 -2.1504 3.2020 0.03 0.11 -0.08
C 0.6505 -3.1898 3.6497 -0.57 -0.64 0.24
C -0.5384 -3.4384 2.9513 0.42 0.21 -0.16
C -1.3339 -4.5043 3.3506 0.13 0.04 0.08
C -1.0029 -5.2733 4.4484 -0.07 -0.09 0.07
C 0.1681 -5.0171 5.1290 -0.08 0.11 -0.15
C 1.0184 -3.9937 4.7286 0.20 0.26 -0.06
P -0.9541 -2.3946 1.4761 -0.93 -0.13 0.52
C -2.3899 -1.4718 2.2029 0.26 0.10 -0.15
C -2.4822 -0.1150 1.9041 0.05 -0.23 0.01
C -3.5458 0.6379 2.3746 -0.09 0.17 -0.02
C -4.5250 0.0505 3.1561 0.01 0.11 -0.02
C -4.4309 -1.2947 3.4726 -0.08 -0.14 0.07
C -3.3764 -2.0516 2.9954 -0.05 0.07 0.10
C -1.8669 -3.7430 0.6221 -0.03 0.07 -0.21
C -3.2042 -3.6727 0.2487 0.10 0.02 0.13
C -3.8030 -4.7382 -0.4033 -0.12 -0.06 -0.06
C -3.0833 -5.8848 -0.6861 -0.10 0.01 0.02
C -1.7535 -5.9656 -0.3099 0.05 -0.11 -0.03
C -1.1517 -4.9027 0.3293 -0.12 0.04 0.13
H 2.9859 -3.2834 7.4615 0.12 0.01 0.09
H 1.4652 -4.1768 7.4134 -0.05 -0.10 0.05
H 1.5030 -2.4761 6.9510 -0.04 0.08 0.03
H 4.0963 -5.0215 5.8434 0.12 -0.01 0.08
H 3.2725 -5.3811 4.3255 0.05 -0.07 -0.09
H 2.5856 -5.9282 5.8548 -0.05 -0.09 0.07
H 4.8073 -2.9760 6.1160 0.00 -0.11 0.06
H 6.2072 -1.2720 5.0617 0.13 0.03 0.02
H 5.3581 -0.0180 3.1189 0.05 0.03 -0.02
H 3.1147 2.5208 0.3609 0.03 0.10 -0.10
H 3.5237 4.8054 1.1351 -0.11 0.08 -0.07
H 3.5700 5.3099 3.5624 0.04 0.02 0.01
H 3.3832 3.4564 5.1882 -0.05 0.01 0.08
H 3.1380 1.1452 4.4108 0.01 0.02 0.04
H 4.1387 -2.3092 0.5133 -0.02 -0.09 0.08
H 6.2988 -2.8311 -0.5100 -0.02 -0.10 -0.06
H 7.9670 -1.0325 -0.8701 0.03 -0.04 -0.01
H 7.4396 1.2726 -0.1593 -0.02 0.02 -0.04
H 5.2833 1.7947 0.8541 0.03 -0.04 0.02
H -2.2074 -4.7642 2.7740 -0.07 0.01 -0.01
H -1.6507 -6.0802 4.7563 -0.04 -0.10 0.03
H 0.4259 -5.6368 5.9752 0.10 -0.01 0.08
H -1.7199 0.3510 1.2959 -0.04 0.00 0.02
H -3.6074 1.6888 2.1293 0.01 0.12 -0.03
H -5.3566 0.6367 3.5214 -0.05 0.07 0.03
H -5.1854 -1.7617 4.0914 -0.06 -0.02 0.03
H -3.3325 -3.0988 3.2522 0.00 -0.02 -0.01
H -3.7893 -2.7920 0.4745 -0.01 0.00 0.00
H -4.8435 -4.6727 -0.6871 -0.10 0.03 -0.03
H -3.5630 -6.7121 -1.1874 -0.02 -0.09 -0.07
H -1.1801 -6.8559 -0.5178 0.08 -0.11 -0.05
H -0.1206 -4.9825 0.6380 0.04 -0.05 0.04
F 0.6581 -4.7335 -4.6262 -0.15 -0.04 0.41
C 0.5594 -3.4400 -4.3001 0.08 -0.06 -0.25
F -0.2514 -2.8714 -5.2041 -0.25 0.11 0.27
F 1.7645 -2.8941 -4.4732 0.09 -0.01 0.20
S -0.0834 -3.1172 -2.5504 -0.18 -0.98 -1.75
O 0.2853 -1.7498 -2.3761 -0.67 -0.61 -1.45
O -1.4606 -3.4688 -2.6358 -0.13 -0.32 0.15
N 0.7613 -4.0729 -1.6358 -0.24 0.23 -0.11
S 2.0018 -3.3219 -1.0159 1.21 -1.83 0.73
O 1.6919 -2.2921 -0.0740 0.55 -0.94 0.66
O 3.0544 -3.0923 -1.9446 0.52 0.03 -0.32
C 2.6871 -4.7420 0.0544 0.07 -0.44 0.17
F 4.0268 -4.7225 0.0677 -0.09 0.39 -0.22
F 2.2944 -4.6577 1.3328 -0.25 0.33 -0.07
F 2.3310 -5.9519 -0.3821 -0.21 0.13 -0.26
C 2.4987 0.3305 -5.0054 -0.03 -0.07 0.07
As 2.9362 -0.1902 -3.1456 1.22 0.71 -0.69
C 3.9351 1.4695 -2.7642 -0.13 0.04 0.01
C 4.5916 -1.2738 -3.5330 -0.60 -0.18 0.38
C 5.5048 -0.7720 -4.5699 0.22 0.15 -0.29
C 6.5777 0.0620 -4.2548 -0.16 -0.09 0.05
C 7.4444 0.4971 -5.2389 0.15 0.06 -0.13
C 7.2745 0.0887 -6.5529 0.03 0.15 -0.08
C 6.2011 -0.7231 -6.8846 0.05 0.02 -0.17
C 5.3223 -1.1393 -5.9050 -0.03 -0.05 0.20
H 3.3919 0.6184 -5.5673 -0.06 -0.05 0.17
H 1.8153 1.1778 -4.9682 0.06 0.01 0.04
H 1.9970 -0.4874 -5.5218 -0.03 -0.03 -0.02
H 4.5003 1.8198 -3.6306 -0.02 -0.12 -0.01
H 4.6246 1.2851 -1.9393 0.00 -0.01 0.01
H 3.2291 2.2383 -2.4537 -0.06 0.04 0.05
H 4.2267 -2.2646 -3.7921 0.05 -0.05 0.06
H 5.0898 -1.3348 -2.5633 -0.11 -0.06 -0.07
H 6.7278 0.3566 -3.2241 -0.01 0.03 0.05
H 8.2592 1.1623 -4.9870 0.09 -0.01 0.05
H 7.9659 0.4160 -7.3162 0.05 0.04 -0.07
H 6.0473 -1.0276 -7.9125 0.02 -0.02 -0.01
H 4.4785 -1.7699 -6.1566 -0.01 -0.05 -0.03
C -8.0508 1.9415 -2.4268 0.27 0.07 -0.09
C -6.6858 1.8635 -3.1195 0.09 -0.08 -0.14
C -6.8146 2.4980 -4.5160 0.08 0.00 0.29
C -6.3323 0.3911 -3.3406 -0.11 0.22 0.04
C -5.5588 2.5818 -2.2897 -0.60 0.08 0.17
O -4.3769 2.6625 -3.0553 0.23 -0.04 -0.16
C -6.0236 3.9983 -1.8557 0.33 -0.16 -0.19
C -4.8712 4.9134 -1.3898 -0.13 -0.07 0.06
C -4.7165 4.9725 0.1059 0.09 0.14 -0.01
C -3.5797 4.4702 0.7312 -0.16 0.14 0.04
C -3.4580 4.5151 2.1102 -0.04 0.03 0.11
C -4.4701 5.0788 2.8671 0.02 -0.04 -0.22
Cl -4.3181 5.1327 4.5927 0.03 0.01 0.26
C -5.6005 5.6059 2.2653 0.01 -0.02 0.06
C -5.7146 5.5467 0.8884 0.11 -0.06 0.01
C -5.1639 1.8189 -0.9918 -0.15 0.41 -0.26
N -4.0996 0.8715 -1.1454 0.58 -0.26 0.13
C -2.7700 1.0528 -1.0562 -0.24 -0.12 -0.06
N -2.1560 -0.0982 -1.1990 0.61 -0.05 -0.05
C -3.1540 -0.9763 -1.3983 -0.29 0.38 -0.01
N -4.3467 -0.4301 -1.3553 -0.50 -0.68 0.04
H -8.7520 1.2990 -2.9562 -0.09 -0.06 -0.03
H -8.4508 2.9525 -2.4348 -0.08 0.13 0.05
H -7.9954 1.5959 -1.3982 -0.06 -0.05 0.17
H -7.6961 2.0940 -5.0097 -0.07 -0.04 -0.07
H -5.9520 2.2494 -5.1304 0.09 0.00 -0.11
H -6.9260 3.5800 -4.4807 -0.04 0.14 -0.04
H -7.0236 -0.0450 -4.0593 -0.12 -0.04 -0.12
H -6.3845 -0.1801 -2.4207 -0.01 -0.09 0.01
H -5.3231 0.2995 -3.7310 0.11 -0.08 -0.04
H -4.5411 3.2340 -3.8122 0.05 -0.01 -0.04
H -6.7532 3.8933 -1.0527 -0.14 0.04 -0.01
H -6.5254 4.4774 -2.6971 -0.10 -0.03 0.00
H -5.0693 5.9263 -1.7519 0.08 -0.04 -0.03
H -3.9349 4.5707 -1.8328 -0.01 0.11 -0.04
H -2.7687 4.0459 0.1523 0.16 -0.07 -0.16
H -2.5766 4.1150 2.5861 0.03 -0.04 0.11
H -6.3760 6.0575 2.8653 -0.04 0.02 0.07
H -6.5947 5.9621 0.4169 -0.10 0.03 -0.07
H -6.0268 1.2845 -0.5936 0.09 0.08 0.08
H -4.8305 2.5588 -0.2638 -0.09 -0.19 0.03
H -2.2681 1.9858 -0.8878 0.08 0.49 0.14
H -2.9881 -2.0128 -1.6028 -0.04 -0.23 -0.04